Entry 1:
C20H43N5O10 | ωB97M-V with the def2-TZVPD basis set

## Properties
HOMO-LUMO gap: 3.22 eV
charge: -2
strongest force on any atom: 5.14 eV/A

XYZ file:
```
78
Properties=species:S:1:pos:R:3:forces:R:3
O -8.904 -12.121 -8.479 1.954 -1.435 -0.287
C -7.901 -13.001 -8.981 -2.207 1.008 1.882
C -7.389 -14.213 -8.081 -2.328 -0.404 1.036
O -8.328 -15.171 -7.604 1.556 0.553 -0.846
H -7.069 -12.327 -9.187 1.532 -0.085 -0.356
H -8.192 -13.443 -9.933 -0.323 -0.454 -0.824
H -6.832 -13.765 -7.258 0.165 0.614 0.870
H -6.577 -14.693 -8.627 0.917 -0.589 -1.226
C -2.849 -16.273 -6.945 -0.697 0.038 1.050
C -3.895 -15.384 -6.300 0.289 1.518 -1.496
O -4.213 -15.881 -5.007 0.692 -1.812 -0.507
C -3.693 -17.163 -4.970 0.305 0.915 0.901
O -3.678 -17.895 -4.022 -0.473 0.570 -0.759
O -3.074 -17.436 -6.132 1.304 -0.986 -0.705
H -1.862 -15.812 -6.901 0.427 -0.706 0.576
H -3.040 -16.463 -8.001 -0.266 -0.356 0.206
H -4.697 -15.427 -7.036 -0.881 0.718 0.884
H -3.437 -14.402 -6.175 -0.770 0.237 -0.065
C -9.263 -18.793 -6.700 0.165 2.043 -0.965
C -7.770 -18.936 -7.029 -3.531 -1.734 1.508
O -7.267 -19.972 -6.692 2.020 -2.568 1.189
N -7.138 -18.025 -7.680 0.280 3.127 -1.808
C -5.769 -18.117 -7.970 1.795 -0.464 -0.353
H -9.654 -19.404 -5.887 0.488 -0.290 -0.373
H -9.807 -18.895 -7.639 -0.292 -0.590 -0.006
H -9.483 -17.747 -6.487 0.017 0.185 0.265
H -7.643 -17.415 -8.305 -0.422 1.045 0.949
H -5.248 -17.186 -8.192 -0.875 0.552 -0.143
H -5.645 -18.731 -8.863 0.566 -0.466 0.038
H -5.180 -18.483 -7.128 -0.334 -0.660 -0.113
C -9.790 -16.647 -10.273 1.412 0.163 0.030
C -11.111 -17.171 -9.720 1.750 2.810 0.103
O -11.764 -16.566 -8.919 -0.765 0.580 0.681
N -11.507 -18.274 -10.306 -3.052 -3.890 -1.412
C -12.894 -18.860 -10.030 1.890 -0.830 1.070
H -9.306 -17.111 -11.132 -0.960 -0.629 -0.646
H -8.941 -16.752 -9.597 -0.521 0.644 0.931
H -9.836 -15.588 -10.526 -0.238 0.030 0.512
H -10.738 -18.889 -10.532 -0.473 -0.186 -0.422
H -12.791 -19.890 -9.689 0.535 -0.256 0.108
H -13.601 -19.016 -10.845 0.315 1.107 -0.424
H -13.310 -18.388 -9.141 -0.103 0.563 -0.517
C -2.436 -16.042 -12.512 0.134 -0.909 0.835
C -3.424 -14.987 -12.982 -0.057 -0.707 1.478
O -3.100 -14.431 -13.989 -0.489 1.716 -1.922
N -4.533 -14.790 -12.201 1.096 -1.511 0.428
C -5.693 -13.936 -12.378 1.088 0.371 -1.301
H -2.218 -16.071 -11.444 -0.151 0.379 0.195
H -1.484 -15.938 -13.033 -0.265 0.240 -0.082
H -2.793 -17.054 -12.707 -0.244 -0.039 -0.281
H -4.542 -15.482 -11.466 -0.449 0.321 0.197
H -5.326 -13.234 -13.127 -0.287 0.547 0.144
H -5.955 -13.427 -11.450 -0.252 -0.214 -0.109
H -6.507 -14.452 -12.887 -0.234 -0.146 0.543
C -10.052 -16.398 -2.679 -1.579 1.272 1.450
C -9.630 -15.789 -3.987 -0.776 -0.376 -0.950
O -10.297 -14.995 -4.598 -2.400 1.459 0.490
N -8.547 -16.181 -4.599 2.538 -1.350 0.454
C -7.571 -17.051 -4.001 -0.221 -0.225 -0.786
H -10.972 -15.863 -2.443 -0.056 0.628 -0.095
H -9.419 -16.105 -1.841 0.418 -0.581 -0.028
H -10.508 -17.383 -2.569 1.178 -0.656 -0.612
H -8.464 -15.920 -5.571 0.276 0.831 -0.976
H -6.676 -17.027 -4.622 0.063 0.031 0.215
H -7.973 -18.063 -4.048 0.361 -0.425 0.488
H -7.337 -16.736 -2.984 0.122 -0.219 -0.003
C -7.924 -7.408 -7.050 0.649 1.165 0.160
C -8.047 -8.784 -7.648 -0.034 -0.379 -0.777
O -8.950 -9.021 -8.396 -2.579 0.879 -1.173
N -7.177 -9.785 -7.487 2.790 1.360 1.772
C -5.883 -9.601 -6.835 -0.601 -1.580 1.042
H -7.857 -7.351 -5.964 0.057 -0.195 0.057
H -8.714 -6.737 -7.388 -0.572 -0.691 0.104
H -7.078 -6.859 -7.464 0.660 -0.320 0.148
H -7.548 -10.685 -7.754 -0.703 -1.257 -0.560
H -5.001 -9.885 -7.410 0.002 1.007 -0.876
H -5.719 -10.345 -6.056 -0.623 -0.371 0.484
H -5.839 -8.679 -6.255 0.274 0.311 -0.689
```
Positions in Å, forces in eV/Å.

---

Entry 2:
C20H44Br4Cl5CsLiMgN2O7PS | ωB97M-V with the def2-TZVPD basis set

## Properties
2S+1: 2
HOMO-LUMO gap (alpha / beta): 1.73 / 1.74 eV
charge: +1
strongest force on any atom: 6.69 eV/A

XYZ file:
```
87
Properties=species:S:1:pos:R:3:forces:R:3
C -5.248 -2.116 -6.279 0.928 -0.303 -0.040
C -4.678 -3.167 -5.127 0.075 0.812 0.390
C -5.792 -3.522 -3.957 0.177 -0.500 0.346
C -5.124 -4.329 -2.655 0.214 1.096 -0.792
C -4.162 -3.225 -1.845 -0.610 -0.702 -0.385
C -4.835 -2.758 -0.426 0.849 -0.825 0.120
C -3.937 -1.606 0.389 -0.646 -0.396 -0.935
Br -4.518 -1.818 2.335 0.238 0.025 -0.760
C -4.403 -0.107 -0.043 -0.550 -0.094 -0.213
C -3.297 0.816 -0.806 -2.755 2.845 -0.851
C -3.576 0.831 -2.456 -0.243 0.727 0.270
C -3.635 2.388 -0.338 -1.457 -1.489 1.002
N -1.859 0.593 -0.434 -0.954 -0.742 1.837
O -1.480 1.249 0.676 -0.087 -1.195 -2.135
C -1.414 -0.842 -0.463 2.326 -1.732 0.339
C 0.083 -0.859 0.288 -0.215 -0.949 -1.228
C -1.148 -1.475 -1.955 0.660 -1.062 1.117
C -2.332 -1.898 0.382 0.115 -0.146 1.211
H -6.352 -2.383 -6.564 2.185 0.640 0.451
H -4.523 -2.222 -7.219 -1.812 0.221 1.917
H -5.146 -0.981 -5.933 -0.464 -2.572 -0.573
H -4.292 -4.164 -5.612 -0.858 1.916 0.899
H -3.728 -2.619 -4.656 -1.925 -1.305 -0.838
H -6.591 -4.242 -4.447 1.411 1.707 1.010
H -6.302 -2.537 -3.516 0.970 -2.089 -1.216
H -4.486 -5.216 -3.114 -1.297 1.791 1.277
H -5.943 -4.721 -1.917 1.499 0.601 -1.567
H -4.126 -2.284 -2.539 0.335 -1.768 1.295
H -3.115 -3.766 -1.737 -2.022 1.564 -0.012
H -4.889 -3.708 0.296 -0.070 2.075 -1.677
H -5.916 -2.355 -0.669 2.192 -0.768 0.768
H -4.843 0.491 0.883 1.253 -1.389 -1.995
H -5.322 -0.230 -0.795 2.069 0.324 1.590
H -4.303 1.747 -2.696 1.707 -2.042 0.642
H -2.579 1.068 -3.056 -2.134 -0.534 1.216
H -4.133 -0.125 -2.834 1.370 1.564 0.581
H -4.672 2.766 -0.793 2.320 -1.061 0.714
H -3.801 2.428 0.844 0.527 -0.222 -2.442
H -2.767 3.133 -0.606 -1.843 -1.588 0.373
H 0.002 -0.786 1.456 0.083 0.051 -2.627
H 0.577 -1.895 -0.038 -1.022 2.178 0.957
H 0.769 -0.022 -0.192 -1.341 -1.550 1.157
H -0.820 -2.609 -1.776 -0.749 2.361 -0.414
H -2.087 -1.520 -2.650 1.615 0.251 1.284
H -0.204 -0.971 -2.484 -1.918 -1.172 1.722
H -2.102 -3.020 0.043 -0.582 2.606 0.557
H -1.948 -1.848 1.511 -0.960 0.040 -2.497
Mg -0.915 -0.208 -4.110 0.247 0.907 -1.647
C 3.650 -0.600 2.085 0.181 -0.362 -1.320
Br 2.125 -1.074 3.196 -2.125 -2.993 -2.349
Br 5.336 -0.873 3.015 1.329 -1.609 -1.761
Br 3.611 -1.521 0.371 0.124 0.382 0.884
H 3.571 0.472 1.873 -0.034 -0.333 -0.104
C 8.946 -0.047 4.648 0.808 0.088 -0.044
Cl 10.706 -0.267 4.821 -0.962 0.049 -0.008
Cl 8.374 1.136 5.851 -0.028 -0.195 -0.202
Cl 8.581 0.549 3.009 0.020 -0.081 0.290
Cl 8.124 -1.606 4.910 0.045 0.222 -0.041
Cl -2.110 4.699 -0.838 1.964 1.106 -0.209
C -4.546 8.025 -2.053 0.404 -0.109 -0.022
O -5.074 6.721 -2.211 -0.191 -0.586 0.291
H -5.245 8.745 -2.484 0.039 -0.172 0.006
H -4.414 8.239 -0.990 0.027 0.244 0.114
H -3.587 8.096 -2.572 -0.175 0.259 0.131
H -4.432 6.103 -1.820 -0.102 0.279 -0.364
O -1.548 6.465 -3.571 -0.534 0.953 0.076
P -1.892 7.174 -4.891 0.310 -0.138 0.031
O -2.754 6.245 -5.762 0.809 0.120 -0.598
O -0.594 7.520 -5.639 -0.577 -0.652 -0.610
O -2.671 8.465 -4.592 0.211 -0.312 0.850
Cs 3.605 0.689 4.614 0.958 4.774 4.585
N -0.174 2.886 8.259 0.083 -0.044 -0.024
H 0.335 2.517 9.070 -0.122 0.084 -0.064
H -0.358 2.126 7.594 -0.091 0.157 0.135
H -1.064 3.293 8.569 0.036 -0.010 -0.037
H 0.392 3.611 7.801 -0.156 -0.022 0.096
Li -0.140 2.296 -1.311 -1.179 0.837 0.085
C 14.980 -2.913 5.237 0.039 0.008 0.083
S 13.309 -2.691 4.580 0.000 -0.230 0.295
O 12.370 -2.624 5.748 0.393 -0.112 -0.404
C 13.166 -4.346 3.862 -0.072 -0.064 0.026
H 15.267 -2.002 5.768 -0.148 -0.090 -0.117
H 15.000 -3.757 5.930 -0.113 0.063 -0.071
H 15.677 -3.085 4.414 -0.112 0.041 0.018
H 13.297 -5.102 4.638 -0.003 0.135 0.009
H 13.922 -4.472 3.083 -0.044 0.078 0.055
H 12.172 -4.448 3.420 0.138 0.129 0.093
```
Positions in Å, forces in eV/Å.

---

Entry 3:
C20H44Cl4GdO2P2 | ωB97M-V with the def2-TZVPD basis set

## Properties
2S+1: 8
HOMO-LUMO gap (alpha / beta): 5.83 / 5.31 eV
charge: -1
strongest force on any atom: 2.70 eV/A

XYZ file:
```
73
Properties=species:S:1:pos:R:3:forces:R:3
Gd 0.054 -0.240 -0.079 -0.446 0.884 -0.744
Cl -0.088 0.037 -2.601 -0.130 -0.005 -1.359
P -0.415 -2.995 -0.514 0.116 0.647 0.370
C 0.580 -3.733 -1.888 -0.238 -0.132 0.003
C -0.177 -4.087 0.961 -0.115 -0.430 -0.535
C -2.165 -3.063 -1.089 0.404 -0.457 -0.120
C 1.940 -3.036 -2.037 0.045 -0.088 -0.137
H -0.026 -3.497 -2.781 0.212 -0.084 0.187
C 0.738 -5.249 -1.771 0.151 -0.109 -0.341
H 1.307 -5.529 -0.877 -0.079 0.038 -0.173
H 1.296 -5.604 -2.645 -0.015 -0.083 0.111
H -0.222 -5.774 -1.755 0.186 0.039 0.082
H 1.824 -1.976 -2.289 0.014 -0.249 0.178
H 2.492 -3.524 -2.851 -0.014 0.025 0.050
H 2.543 -3.103 -1.123 -0.187 0.074 -0.210
H -2.101 -2.500 -2.037 0.004 -0.194 0.263
C -3.143 -2.310 -0.163 -0.210 0.071 -0.055
C -2.581 -4.502 -1.389 -0.652 -0.001 -0.179
H -2.044 -4.901 -2.257 -0.113 0.058 0.199
H -3.653 -4.520 -1.625 0.090 -0.174 -0.009
H -2.415 -5.171 -0.531 -0.049 0.212 -0.204
H -2.661 -1.634 0.563 -0.104 -0.257 -0.268
H -3.780 -3.016 0.391 0.235 0.206 -0.090
H -3.797 -1.684 -0.788 0.086 -0.163 0.278
C 1.253 -3.870 1.480 -0.042 0.033 0.278
H -0.298 -5.117 0.586 0.128 0.103 0.369
C -1.198 -3.837 2.071 0.130 0.189 0.259
H 2.021 -4.241 0.791 -0.157 0.123 0.092
H 1.368 -4.396 2.439 0.027 0.000 -0.178
H 1.451 -2.803 1.668 -0.049 -0.321 -0.181
H -1.151 -2.794 2.420 -0.107 -0.417 -0.171
H -0.938 -4.475 2.927 -0.117 0.018 -0.125
H -2.222 -4.066 1.766 0.095 0.001 0.001
H 1.841 -0.835 0.004 2.535 -0.632 0.340
H -1.537 0.737 0.138 -1.919 1.034 0.440
P 0.330 3.104 -0.494 -0.065 -2.473 0.564
C -0.804 3.890 -1.719 0.294 0.336 0.131
C 0.244 4.066 1.092 0.033 0.716 -0.639
C 2.016 3.160 -1.238 -0.287 0.713 -0.192
C -2.152 3.159 -1.743 -0.026 0.034 -0.160
H -0.305 3.713 -2.687 -0.119 0.054 0.204
C -0.969 5.394 -1.503 -0.248 0.188 -0.359
H -1.462 5.610 -0.547 0.097 -0.041 -0.182
H -1.603 5.803 -2.301 0.014 0.062 0.124
H -0.014 5.932 -1.536 -0.197 -0.114 0.104
H -2.017 2.103 -2.004 -0.028 0.253 0.173
H -2.796 3.629 -2.499 0.002 -0.049 0.099
H -2.664 3.209 -0.772 0.150 -0.046 -0.236
H 1.836 2.667 -2.214 0.004 0.277 0.340
C 3.047 2.295 -0.477 0.025 -0.091 -0.013
C 2.458 4.605 -1.478 0.593 -0.079 -0.276
H 1.855 5.081 -2.259 0.055 -0.037 0.153
H 3.501 4.620 -1.815 -0.004 0.164 -0.024
H 2.394 5.213 -0.566 0.005 -0.119 -0.135
H 2.626 1.773 0.397 0.159 0.185 -0.314
H 3.899 2.904 -0.144 -0.201 -0.094 0.005
H 3.432 1.513 -1.148 -0.070 0.193 0.275
C -1.039 3.645 1.822 0.163 -0.145 0.182
H 0.187 5.135 0.821 0.002 -0.141 0.332
C 1.459 3.843 1.991 -0.037 -0.129 0.179
H -1.947 3.858 1.249 0.139 -0.069 0.051
H -1.103 4.177 2.781 -0.040 -0.001 -0.097
H -1.009 2.564 2.036 -0.095 0.380 -0.183
H 1.539 2.782 2.257 0.108 0.300 -0.105
H 1.314 4.404 2.923 0.035 -0.021 -0.082
H 2.396 4.182 1.539 -0.107 -0.083 -0.001
Cl 1.010 -1.663 4.570 -0.109 0.275 0.192
C 0.207 -0.109 4.208 0.100 0.143 -0.958
Cl -1.455 -0.097 4.811 0.155 -0.011 0.233
Cl 1.126 1.253 4.854 -0.089 -0.211 0.130
C 0.143 -0.029 2.641 0.113 0.042 -2.285
O 0.904 0.733 1.964 -0.950 -0.802 2.392
O -0.683 -0.816 2.071 0.712 0.484 1.961
```
Positions in Å, forces in eV/Å.

---

- Which of these has the highest charge?
  C20H44Br4Cl5CsLiMgN2O7PS